[1]
This record from OMol25 describes a gas-phase ion, C4H12N3 (charge +1). The level of theory is ωB97M-V/def2-TZVPD.

Structure (XYZ):
```
19
Properties=species:S:1:pos:R:3:forces:R:3:mulliken_charge:R:1
C -0.45386 2.13309 -1.18021 1.115 -1.384 -2.177 -1.495
C 0.18320 0.75403 -1.02882 -0.449 -1.273 1.601 0.441
N -0.33732 -0.28145 -1.90118 -0.837 1.921 -0.691 -0.612
N 0.02339 0.16728 0.56646 -2.132 4.164 -2.239 -0.194
N -0.97891 -0.88458 0.76584 -2.478 -0.707 0.279 -0.368
C 0.50006 -1.03986 0.93646 0.425 -1.038 -0.988 0.284
C 1.02343 -1.10936 2.31543 0.855 -2.171 -0.158 -1.232
H -0.06118 2.53481 -2.16398 -0.364 -0.199 1.236 0.366
H -1.50670 2.23966 -1.18076 -1.279 -0.722 -0.250 0.413
H -0.16532 2.69835 -0.37545 1.184 1.721 1.725 0.443
H 1.30443 0.85418 -0.97860 -1.116 -0.248 -0.383 0.316
H -0.95939 0.12631 -2.66657 0.990 -0.678 1.600 0.281
H 0.42804 -0.69173 -2.37987 0.617 -0.810 -0.539 0.240
H -1.52272 -1.24565 -0.11278 1.879 0.737 1.454 0.335
H -1.62136 -0.89918 1.65352 1.784 0.640 -2.026 0.310
H 0.85030 -1.67815 0.12478 0.357 -0.283 0.332 0.524
H 1.58204 -0.30277 2.75165 0.394 0.785 -0.771 0.350
H 1.67496 -2.01039 2.27758 -0.675 0.338 1.094 0.279
H 0.14866 -1.14690 2.93059 -0.271 -0.793 0.901 0.317
```
Positions in Å, forces in eV/Å.

## Properties
* maximum force: 0.1008 hartree/bohr
* lowest unoccupied orbital energy: -3.029 eV
* energy: -323.52399 hartree
* energy above the lowest of the compared OMol25 structures with the same formula, charge and spin: 96.8 kcal per mole
* charge: +1
* frontier orbital gap: 11.302 eV
* highest occupied orbital energy: -14.3 eV
* SMILES string: C[C@H](N)N1[NH2+][C@@H]1C


[2]
This record from OMol25 describes a molecular structure, C30H45I2N2PSTl. The level of theory is ωB97M-V/def2-TZVPD.

Structure (XYZ):
```
82
Properties=species:S:1:pos:R:3:forces:R:3:mulliken_charge:R:1
Tl -0.69652 0.62650 -0.18887 0.427 0.035 -0.181 0.980
I 0.16618 0.80201 2.59966 -0.104 0.247 -0.087 -0.178
C 0.64462 -1.33657 2.92000 0.059 -0.109 0.109 -0.902
I -1.53144 -1.95762 -0.71193 -0.127 -0.179 -0.013 -0.508
H 0.46659 -1.34186 4.01059 0.006 -0.056 0.010 0.248
H 1.74207 -1.25279 2.83596 -0.019 -0.078 -0.018 0.217
C -4.69638 -4.21007 3.94785 -0.038 -0.036 0.018 -1.705
C -3.76687 -3.05454 4.33893 -0.033 0.057 -0.030 2.149
C -3.84342 -2.82965 5.85343 -0.005 -0.016 0.049 -1.710
C -2.33274 -3.44258 3.97783 -0.012 0.018 0.041 -2.004
C -4.22103 -1.78791 3.61429 -0.026 -0.018 0.016 0.149
C -5.51898 -1.27992 3.84262 0.054 -0.050 -0.008 -0.389
C -6.00971 -0.16500 3.19560 0.074 0.054 -0.063 -1.407
C -5.17701 0.47861 2.27844 -0.159 -0.051 0.101 1.047
S -5.45191 1.86256 1.26315 -0.059 0.005 0.012 -0.468
C -3.82974 1.67215 0.61730 0.252 0.201 -0.311 0.915
N -3.16814 0.69632 1.11465 -0.014 -0.101 0.153 0.297
C -3.89343 -0.00732 2.05408 0.259 0.014 -0.144 -2.150
C -3.40353 -1.13202 2.71753 -0.098 0.006 0.041 0.656
C -3.24432 2.54677 -0.43339 -0.284 -0.179 0.327 0.749
C -3.98904 3.60364 -0.94485 -0.036 0.161 -0.114 -0.978
C -3.45691 4.42903 -1.92428 0.041 -0.088 0.049 -0.696
C -2.17323 4.18765 -2.39183 -0.007 -0.005 0.000 -0.726
C -1.43461 3.12677 -1.87810 0.020 0.042 -0.023 -0.089
C -1.95002 2.29215 -0.89439 0.000 0.007 0.035 -0.535
H -4.38522 -5.12776 4.45236 0.002 -0.019 0.010 0.430
H -4.66217 -4.38304 2.87145 0.017 0.003 -0.023 0.378
H -5.73327 -4.00816 4.22341 -0.002 0.002 0.008 0.343
H -3.51014 -3.72666 6.38012 0.003 -0.017 0.020 0.456
H -4.85965 -2.60519 6.18308 -0.004 0.001 -0.010 0.318
H -3.20085 -2.00030 6.15219 0.022 0.013 -0.006 0.385
H -2.05951 -4.34442 4.52991 0.011 -0.026 0.007 0.460
H -1.61571 -2.66212 4.23160 0.013 0.025 -0.011 0.295
H -2.21213 -3.65087 2.91449 -0.033 0.012 -0.034 0.386
H -6.16464 -1.78728 4.54882 -0.020 0.004 0.003 0.388
H -7.01234 0.18814 3.39355 -0.034 0.023 0.002 0.354
H -2.39778 -1.45724 2.48979 0.098 -0.037 0.002 0.641
H -4.99396 3.79030 -0.58125 0.010 -0.018 0.019 0.325
H -4.04057 5.25139 -2.31670 -0.011 0.015 -0.011 0.362
H -1.74486 4.82359 -3.15712 0.006 0.007 -0.011 0.430
H -0.43250 2.94449 -2.24991 0.023 0.007 0.012 0.292
C 2.63719 -1.95823 -0.43554 0.070 -0.035 0.039 -1.504
C 2.92344 -1.33664 -1.81645 0.050 -0.116 -0.069 2.352
C 4.33402 -1.75241 -2.24859 0.014 -0.055 0.044 -2.090
C 1.91556 -1.98446 -2.78035 0.027 0.044 -0.008 -1.809
P 2.54475 0.51357 -1.74112 -0.220 -0.208 0.174 0.487
N 1.26477 0.79882 -0.96295 -0.360 0.354 0.049 -0.217
C 3.98055 1.37990 -0.86757 0.101 0.037 0.058 2.063
C 5.31209 1.47585 -1.61873 0.022 0.032 0.033 -1.876
C 4.22502 0.63274 0.45402 0.040 0.002 0.001 -1.975
C 3.52967 2.79506 -0.46246 0.035 0.011 -0.015 -1.748
C 2.42495 1.18266 -3.51801 0.051 0.066 -0.123 2.414
C 3.48373 0.72270 -4.52654 -0.049 0.020 -0.027 -2.009
C 1.03174 0.83434 -4.07551 0.019 -0.056 0.034 -1.728
C 2.48011 2.71757 -3.44592 -0.001 -0.022 -0.018 -2.159
H 2.47464 -3.03074 -0.57233 0.014 -0.012 0.025 0.520
H 1.74796 -1.55445 0.04331 -0.081 0.048 -0.061 0.050
H 3.46969 -1.84116 0.25441 -0.024 -0.025 -0.003 0.288
H 4.36318 -2.84461 -2.32899 -0.011 0.003 0.006 0.524
H 5.08934 -1.47075 -1.51624 0.012 0.022 0.040 0.298
H 4.63153 -1.35057 -3.21567 -0.022 0.057 -0.056 0.259
H 1.98031 -3.06857 -2.65490 -0.019 -0.011 -0.029 0.611
H 2.12809 -1.76527 -3.82460 0.035 0.047 -0.069 0.255
H 0.89118 -1.69206 -2.55230 0.003 0.021 0.006 0.107
H 5.68774 0.50993 -1.95119 -0.018 -0.030 -0.011 0.248
H 6.06349 1.90037 -0.94352 -0.010 0.008 -0.004 0.520
H 5.25634 2.13411 -2.48367 -0.040 0.043 -0.075 0.262
H 4.71346 -0.32807 0.30796 0.043 0.008 -0.029 0.228
H 3.29837 0.47433 1.00655 -0.055 0.014 -0.031 0.224
H 4.88660 1.24659 1.07218 0.020 -0.021 0.013 0.679
H 3.62725 3.51311 -1.27377 -0.020 0.012 0.028 0.310
H 4.16507 3.13788 0.35857 0.026 0.033 -0.005 0.555
H 2.49658 2.78704 -0.11634 -0.019 -0.050 0.012 0.225
H 3.40362 -0.33797 -4.75474 -0.011 -0.069 0.024 0.286
H 4.50246 0.92390 -4.20140 0.064 0.027 0.073 0.266
H 3.33078 1.26407 -5.46731 -0.007 -0.003 0.006 0.524
H 1.00850 -0.14637 -4.54364 -0.016 -0.066 0.022 0.361
H 0.76234 1.56951 -4.83890 -0.012 -0.020 -0.037 0.518
H 0.27103 0.85575 -3.29496 0.027 0.032 0.017 0.167
H 3.48244 3.09305 -3.25381 0.070 -0.015 0.000 0.299
H 1.81494 3.10920 -2.67707 -0.037 -0.025 0.026 0.340
H 2.16029 3.11906 -4.41193 0.019 0.021 -0.006 0.669
```
Positions in Å, forces in eV/Å.

## Properties
* maximum force: 0.0099 hartree/bohr
* lowest unoccupied orbital energy: 2.340 eV
* energy: -2787.09001 hartree
* energy above the lowest of the compared OMol25 structures with the same formula, charge and spin: 0.0 kcal per mole
* charge: -1
* frontier orbital gap: 6.196 eV
* highest occupied orbital energy: -3.9 eV